1.
Molecular formula: C31H22AsFN4O8S3Tc
Method: DFT, ωB97M-V with the def2-TZVPD basis set

total charge	0
multiplicity	4
orbital gap (spin up / spin down)	7.826 / 6.673	eV

Positions of all 71 atoms, in Å:
1 N 1.49 1.56 -2.70
2 H -4.35 -0.85 1.03
3 H 3.24 0.87 -1.81
4 O 0.69 1.44 0.19
5 H -2.80 1.47 3.48
6 O 1.06 -3.61 -0.73
7 C -1.91 -3.92 -0.45
8 C 0.17 1.38 -2.91
9 O -2.61 -6.13 -0.49
10 C -5.14 2.13 -0.41
11 H -0.71 7.34 0.22
12 C -3.88 1.81 1.65
13 C -2.53 4.63 1.11
14 H -4.82 2.11 -4.26
15 C -4.90 2.13 -3.18
16 C -3.76 1.64 3.02
17 C -0.43 5.37 -0.55
18 C -4.38 -1.31 0.04
19 C -6.27 2.08 1.88
20 C -1.13 -2.81 -0.46
21 C -6.14 2.34 -2.58
22 H -7.03 1.95 3.87
23 H 1.82 -0.18 -1.57
24 C -4.90 1.69 3.82
25 C -0.43 0.64 3.26
26 C -2.10 5.94 1.07
27 H -4.46 -0.51 -0.70
28 H -2.82 1.73 -2.83
29 As -2.49 1.83 0.31
30 C 1.66 3.21 -4.40
31 C 1.90 1.59 -0.29
32 C -3.17 -2.12 -0.19
33 H 3.26 2.58 -3.17
34 C -1.05 6.32 0.24
35 H -1.36 1.98 -4.12
36 O -0.42 -5.77 -0.73
37 C 2.17 0.85 -1.60
38 C -3.90 1.95 -1.01
39 Tc -0.71 0.06 -0.03
40 C 0.25 3.08 -4.74
41 H -5.28 -1.93 -0.03
42 C -6.14 1.91 3.25
43 S -0.44 0.47 4.93
44 N -3.19 -3.46 -0.27
45 C -1.90 3.68 0.31
46 C -3.78 1.93 -2.39
47 H 0.40 5.65 -1.20
48 S -0.72 -0.67 2.20
49 H -4.81 1.55 4.89
50 F 2.38 4.09 -5.11
51 C -6.27 2.33 -1.20
52 H -7.24 2.48 -0.75
53 O -0.56 0.63 -2.25
54 H -2.58 6.68 1.70
55 H -3.98 -4.08 -0.21
56 C -5.14 2.03 1.07
57 H -7.25 2.24 1.44
58 N -0.37 2.10 -3.94
59 H -3.34 4.35 1.77
60 O 2.72 2.33 0.18
61 C -0.85 4.05 -0.52
62 C 2.22 2.48 -3.43
63 C -1.66 -5.39 -0.56
64 S -0.25 2.26 2.93
65 O -0.36 3.69 -5.57
66 H 0.22 -4.99 -0.74
67 C 0.34 -2.64 -0.55
68 O 0.71 -1.42 -0.45
69 H -7.01 2.50 -3.20
70 H -0.34 3.30 -1.11
71 N -1.92 -1.69 -0.31

***

2.
Molecular formula: C31H22AsIrNS2
Method: DFT, ωB97M-V with the def2-TZVPD basis set

total charge	+1
orbital gap (spin up / spin down)	6.069 / 6.068	eV

Positions of all 58 atoms, in Å:
1 C -3.20 -0.66 0.05
2 H -4.25 -3.83 -0.31
3 H -6.43 -2.73 0.00
4 C -2.52 1.47 0.26
5 C -3.12 -2.03 -0.14
6 C -1.49 2.51 0.33
7 H 1.90 2.59 0.18
8 H -1.55 2.72 6.21
9 H -2.78 4.21 0.46
10 C -1.20 -2.70 2.42
11 H -1.93 0.86 7.80
12 H 1.86 -5.00 1.98
13 C -1.38 -4.07 2.28
14 C -1.55 0.65 6.81
15 C 4.30 0.10 1.84
16 C -5.62 -0.77 0.17
17 As 0.26 -0.23 2.60
18 C -1.75 3.86 0.41
19 H 4.50 0.46 5.21
20 C -1.28 -0.66 6.44
21 C -0.56 0.11 4.29
22 H -1.45 -1.47 7.13
23 H -0.57 -1.96 4.88
24 C 1.19 -2.99 2.26
25 H -6.58 -0.28 0.27
26 H -0.42 -5.96 1.99
27 C 0.60 4.30 0.32
28 C 2.69 0.22 4.11
29 H -2.15 -2.51 -0.29
30 C 2.91 -0.01 1.71
31 C -1.33 1.70 5.92
32 H -0.89 5.83 0.46
33 C 0.87 2.93 0.25
34 C -5.53 -2.14 0.01
35 H -2.38 -4.48 2.30
36 H -2.06 -2.05 2.56
37 S -4.21 1.67 0.36
38 H 4.92 0.06 0.96
39 S 2.22 -0.25 0.11
40 C -0.18 2.02 0.26
41 C -4.43 -0.04 0.18
42 C 4.86 0.27 3.10
43 H 1.43 5.00 0.30
44 C 1.00 -4.36 2.10
45 H -0.67 2.24 3.95
46 Ir -0.03 0.03 0.26
47 N -2.12 0.24 0.12
48 C 0.08 -2.16 2.42
49 C -0.70 4.77 0.40
50 C 2.12 0.04 2.85
51 C -0.28 -4.89 2.11
52 C -0.84 1.43 4.65
53 H 2.19 -2.58 2.26
54 H 2.06 0.26 4.99
55 C -4.29 -2.76 -0.16
56 C -0.78 -0.94 5.17
57 H 5.94 0.36 3.19
58 C 4.06 0.33 4.24

***

3.
Molecular formula: C31H22BrCl2F5N6O3TeV
Method: DFT, ωB97M-V with the def2-TZVPD basis set

ΔE to the lowest compared entry with this formula, charge and spin	39.9	kcal/mol
total charge	-2
multiplicity	4
orbital gap (spin up / spin down)	5.763 / 6.791	eV

Positions of all 72 atoms, in Å:
1 H 0.49 -3.57 0.51
2 H -3.71 -3.43 4.46
3 F 0.03 -2.86 2.61
4 C 1.47 2.08 0.39
5 H 4.97 -3.06 -1.38
6 C -0.02 5.79 1.92
7 N 1.79 -2.42 -0.61
8 H -5.39 -2.29 0.47
9 Cl 3.44 3.29 -5.41
10 H -4.78 -0.78 2.06
11 C -1.62 -0.48 -2.88
12 C 2.42 -4.52 0.31
13 N -0.41 -0.10 -2.40
14 F 2.35 -1.74 3.12
15 N 2.12 -0.34 -1.98
16 H -1.81 -2.58 1.60
17 F 0.21 -1.17 4.35
18 C 0.43 0.71 -3.19
19 H -2.27 -3.77 3.47
20 H -2.42 -2.21 4.29
21 Te 0.66 -0.94 2.53
22 H -4.12 -0.74 -3.33
23 C 3.20 4.02 1.54
24 H 3.25 0.95 0.11
25 C -4.62 -1.44 2.91
26 C -3.93 -1.10 -2.33
27 C 0.00 1.64 -4.14
28 C -2.60 -1.08 -1.92
29 H -5.58 -1.86 3.22
30 H -0.41 6.71 2.33
31 O 4.27 -0.95 -2.63
32 N -2.25 -1.54 -0.67
33 C 4.00 -3.24 -0.93
34 H -1.05 1.74 -4.37
35 C 2.73 1.40 -3.62
36 H 3.85 4.75 2.00
37 N -3.66 -2.48 2.59
38 N -1.05 -1.63 -0.21
39 H 4.46 -5.13 -0.03
40 C 2.85 1.89 0.47
41 C -4.63 -1.93 -0.21
42 C 0.93 3.34 0.86
43 Br -1.78 2.67 -0.09
44 C 2.28 2.32 -4.56
45 C -3.30 -1.94 0.23
46 H 2.15 -5.39 0.90
47 H -5.98 -1.55 -1.84
48 F 1.45 0.68 3.21
49 V 0.51 -0.67 -0.66
50 C 3.22 -1.09 -1.99
51 F -1.07 -0.02 2.60
52 C 0.92 2.44 -4.81
53 H -4.24 -0.82 3.73
54 O 0.69 1.16 -0.08
55 C 1.31 5.50 1.99
56 H 3.78 1.30 -3.42
57 C -2.86 -2.35 1.48
58 C -0.45 3.71 0.79
59 Cl 0.33 3.58 -5.98
60 O -2.00 -0.31 -4.04
61 C 1.49 -3.53 0.09
62 C 1.82 0.61 -2.94
63 C -0.91 4.89 1.31
64 H 2.00 6.19 2.45
65 C -4.95 -1.53 -1.49
66 H 4.75 2.63 1.09
67 H -1.96 5.13 1.22
68 C -2.98 -3.00 3.76
69 C 3.69 2.84 1.03
70 C 1.82 4.29 1.46
71 C 3.70 -4.37 -0.20
72 C 3.02 -2.28 -1.12

***

4.
Molecular formula: C31H22BrCrF6N3O6S2
Method: DFT, ωB97M-V with the def2-TZVPD basis set

ΔE to the lowest compared entry with this formula, charge and spin	0.0	kcal/mol
total charge	+1
multiplicity	2
orbital gap (spin up / spin down)	7.134 / 7.397	eV

Positions of all 72 atoms, in Å:
1 C 5.39 -2.49 -1.57
2 C -1.31 1.55 -5.29
3 S -0.01 -3.00 0.64
4 F 7.16 -3.10 -3.06
5 N -1.79 -0.43 -0.04
6 F 7.44 -3.39 -0.92
7 C -1.09 1.11 -4.00
8 F 0.67 -5.06 2.10
9 O -0.95 2.07 -3.01
10 H -4.66 -0.63 2.50
11 O 0.80 -1.66 0.55
12 C -1.36 0.64 -6.34
13 N -2.18 -0.46 -1.43
14 C -1.30 -0.73 -6.08
15 C 2.57 0.26 -0.09
16 C 1.16 -3.89 1.78
17 F 2.33 -4.07 1.17
18 C 0.80 5.78 0.11
19 C -4.28 0.74 7.00
20 C -2.63 -0.43 2.18
21 H -1.14 -2.22 -4.53
22 C -1.18 -1.13 -4.74
23 O -0.53 1.95 0.02
24 C 4.06 -1.56 0.22
25 C -3.88 0.03 4.34
26 C 2.01 1.13 0.58
27 C -3.36 1.45 6.24
28 H 2.38 5.00 1.43
29 C -4.79 -0.71 5.12
30 H -0.89 6.11 -1.29
31 C -4.98 -0.32 6.45
32 C -0.97 -0.71 -2.25
33 H -4.37 0.95 8.06
34 H -5.33 -1.56 4.73
35 H -2.85 2.27 6.71
36 F 6.17 -4.69 -2.12
37 H 3.32 0.03 -2.69
38 H -0.49 1.63 -2.25
39 O -1.18 -2.93 1.47
40 C -3.73 -0.34 2.95
41 C -0.25 5.39 -0.72
42 C 4.98 -2.48 -0.24
43 H 5.11 -1.55 -3.46
44 H -1.50 2.62 -5.45
45 C 3.45 -0.69 -0.69
46 C 1.47 4.82 0.85
47 H -2.53 0.46 -1.66
48 H -2.43 1.64 4.33
49 N -0.03 3.14 0.00
50 C -1.11 -0.25 -3.69
51 O 0.13 0.03 -1.70
52 H 5.43 -3.19 0.44
53 C -2.75 -0.68 0.78
54 H -1.40 -1.48 -6.88
55 C 4.79 -1.59 -2.45
56 H -0.74 -1.79 -2.20
57 H 1.06 6.83 0.12
58 Br -0.90 -0.06 2.77
59 C 6.55 -3.42 -1.95
60 O -0.08 -3.61 -0.65
61 H -5.68 -0.87 7.07
62 H -3.75 -0.99 0.49
63 S 1.83 2.34 1.76
64 C -3.16 1.08 4.90
65 H -1.52 1.06 -7.33
66 C -0.67 4.06 -0.71
67 Cr 0.20 0.09 0.02
68 H 3.82 -1.48 1.27
69 C 1.05 3.51 0.78
70 C 3.78 -0.73 -2.04
71 F 1.31 -3.12 2.84
72 H -1.48 3.69 -1.27

***

Largest force on an atom values, unit eV/Å, following the record order: 0.35 1.92 1.22 2.14.